323
Properties=species:S:1:pos:R:3:forces:R:3:lowdin_charge:R:1 method="wB97M-V/def2-TZVPD" e_tot_ha=-8805.64197 spin_multiplicity=1 gap_ev=8.36 e_lumo_ev=0.359 homo_ev=-8.0039
O 2.332100 -4.864387 0.080412 -0.549 -0.535 0.908 -0.310
P 2.175483 -5.303627 1.505059 -2.310 -0.661 -1.087 0.529
N 3.617349 -5.253359 2.214641 1.837 -0.633 0.868 -0.288
C 3.907575 -5.508578 3.643516 -0.164 1.709 -0.293 -0.083
C 4.792957 -5.277532 1.352317 2.187 -0.611 0.250 -0.116
N 1.307452 -6.789252 1.645233 1.785 1.880 1.025 -0.292
C 1.345051 -7.411739 2.997402 -2.366 0.285 -0.882 -0.100
C 1.253181 -7.719940 0.593761 -0.136 -3.537 -1.414 -0.164
N 1.218684 -4.497627 2.581747 -1.926 1.238 0.823 -0.282
C 1.546145 -3.184766 3.136457 2.042 0.168 -0.772 -0.111
C -0.280641 -4.692553 2.738845 0.857 0.207 -0.404 -0.067
H 4.521494 -4.645754 3.980918 -0.217 -0.551 0.003 0.066
H 4.459646 -6.411122 3.885237 -0.011 -0.367 -0.433 0.085
H 2.969284 -5.487453 4.199324 0.254 0.030 0.016 0.058
H 4.600814 -4.872946 0.364529 -0.211 0.607 0.253 0.054
H 5.133803 -6.319452 1.073880 -0.312 0.622 0.747 0.092
H 5.679555 -4.758298 1.881486 -1.476 -0.684 -0.904 0.078
H 1.996679 -8.255471 3.006473 0.980 -0.493 0.153 0.063
H 1.566743 -6.655929 3.746949 0.022 -0.339 -0.092 0.046
H 0.326828 -7.854330 3.241796 0.882 0.594 -0.293 0.094
H 0.225955 -8.047985 0.467508 -0.527 -0.232 0.188 0.064
H 1.485473 -7.497126 -0.484742 0.556 0.731 1.476 0.095
H 1.796774 -8.712792 0.885875 -0.436 1.584 -0.653 0.104
H 1.442110 -3.188460 4.201764 -0.345 0.005 0.811 0.058
H 2.652703 -2.948347 2.981753 -1.477 -0.119 -0.125 0.097
H 0.894646 -2.396148 2.722939 0.484 -0.179 0.022 0.067
H -0.639372 -5.158970 1.813740 -0.008 -0.460 0.809 0.062
H -0.804763 -3.708568 2.736212 0.610 -0.514 0.278 0.070
H -0.521458 -5.226567 3.713020 0.179 0.373 -1.327 0.101
O 7.008573 -3.401332 3.059022 -0.316 1.156 0.178 -0.300
P 7.155483 -1.961089 3.432697 0.263 -0.247 -0.535 0.600
N 6.184216 -0.939692 2.439793 1.285 -0.387 2.149 -0.296
C 5.936413 0.451441 2.729388 -1.756 0.241 0.610 -0.132
C 5.729206 -1.416716 1.192229 2.731 1.703 -2.857 -0.118
N 8.786867 -1.558975 3.314265 -0.152 -0.152 0.311 -0.302
C 9.198383 -0.171789 3.524293 -0.211 -0.984 2.054 -0.118
C 9.606292 -2.400135 2.419595 -0.553 -0.178 -0.493 -0.106
N 6.672825 -1.523348 4.993416 -1.399 -0.729 -0.397 -0.296
C 7.446702 -1.631076 6.207903 1.465 2.184 -0.422 -0.119
C 5.321324 -2.066560 5.254584 -1.080 0.659 -1.037 -0.127
H 6.147798 0.655500 3.813581 0.068 0.063 -1.178 0.082
H 4.820443 0.594891 2.590452 1.039 0.094 0.246 0.066
H 6.372442 1.179827 2.021846 0.450 -0.346 0.372 0.078
H 4.876269 -0.881835 0.811857 -0.628 0.030 0.273 0.048
H 5.624976 -2.434340 1.243892 -0.849 -2.534 -0.007 0.022
H 6.542783 -1.282265 0.326561 -1.335 -0.020 1.473 0.128
H 8.516573 0.282327 4.274298 0.410 -0.207 -0.365 0.072
H 10.216665 -0.124111 3.948890 -0.325 -0.076 -0.267 0.092
H 9.133576 0.419192 2.665493 0.050 0.958 -1.646 0.053
H 9.288630 -3.453933 2.502475 0.004 0.625 0.002 0.073
H 9.479401 -2.093371 1.360431 0.127 -0.127 0.387 0.085
H 10.672620 -2.376561 2.646824 -0.061 0.375 0.325 0.075
H 7.140010 -0.913968 7.016501 -0.454 -0.739 -0.754 0.102
H 7.519708 -2.623146 6.589022 0.063 -0.849 0.344 0.075
H 8.429343 -1.229929 5.939308 0.273 -0.569 0.306 0.065
H 4.653086 -1.994017 4.358721 0.784 -0.361 0.474 0.082
H 4.821762 -1.386460 5.922957 -0.142 0.105 0.696 0.055
H 5.284463 -3.088623 5.669408 0.345 0.316 -0.253 0.089
O -0.472150 -3.631553 -4.109595 -0.449 0.054 -0.178 -0.301
P -1.548303 -3.125350 -5.009106 1.350 -0.298 -0.428 0.530
N -2.642071 -2.052111 -4.409862 -0.760 0.830 0.737 -0.265
C -3.620038 -2.508245 -3.404130 -0.993 -0.886 -1.034 -0.101
C -2.066713 -0.741758 -4.044555 -0.157 -0.236 -0.982 -0.085
N -2.476346 -4.386092 -5.559606 -1.342 -0.443 -0.843 -0.283
C -3.337037 -4.222365 -6.778428 1.420 -0.811 0.575 -0.080
C -1.907024 -5.721029 -5.433137 1.353 0.519 1.145 -0.114
N -0.830541 -2.347918 -6.320397 -0.104 0.254 -0.264 -0.283
C -1.507624 -1.258056 -7.016207 1.337 0.628 0.674 -0.120
C 0.557578 -2.643187 -6.706093 0.042 -1.032 2.686 -0.075
H -3.224012 -2.542553 -2.395239 0.448 -0.073 0.272 0.074
H -3.938333 -3.532742 -3.706519 0.209 0.737 0.392 0.074
H -4.545310 -1.882067 -3.337877 0.883 -0.309 -0.556 0.075
H -1.130475 -0.691384 -4.578917 0.349 0.591 0.023 0.062
H -1.816955 -0.738511 -3.004233 0.031 0.250 0.840 0.064
H -2.707278 0.111706 -4.342106 0.250 -0.586 0.278 0.083
H -2.724577 -4.270261 -7.681846 0.130 -0.777 -0.137 0.080
H -4.166749 -4.936506 -6.789349 0.348 -0.019 0.035 0.086
H -3.728686 -3.257475 -6.905161 -0.798 1.512 0.676 0.039
H -1.221565 -5.957719 -6.224248 0.099 -0.231 -1.102 0.073
H -1.192658 -5.700147 -4.580783 -0.933 -0.116 -0.271 0.052
H -2.627117 -6.519023 -5.319532 -0.423 0.009 0.047 0.081
H -1.277326 -1.259308 -8.096578 -0.455 -0.161 0.405 0.097
H -2.540817 -1.346160 -6.732968 -0.601 0.304 -0.575 0.041
H -1.138543 -0.279426 -6.587587 -0.365 -0.609 -0.655 0.086
H 1.164073 -1.762884 -6.932994 -0.289 0.053 0.213 0.063
H 0.648175 -3.334506 -7.513467 -0.266 -0.395 -0.973 0.059
H 0.961457 -3.234705 -5.806430 -0.087 1.124 -1.268 0.094
O 2.175259 3.881317 3.239834 0.779 -0.148 -0.343 -0.289
P 3.175975 4.980570 3.328360 -1.042 -0.143 -0.050 0.530
N 2.300078 6.400110 3.381319 0.890 -1.498 0.066 -0.304
C 1.149319 6.534527 2.491235 0.261 -2.049 0.727 -0.084
C 2.845844 7.516293 4.117977 -0.095 0.958 -1.590 -0.098
N 4.368419 5.101528 2.148945 -0.393 0.028 0.026 -0.287
C 4.291636 6.020432 0.992654 1.389 1.364 1.454 -0.082
C 5.430623 4.121167 1.909778 0.531 1.050 2.064 -0.105
N 4.019499 4.957463 4.746849 1.739 -0.022 0.528 -0.304
C 5.453108 5.311092 4.831100 0.611 -0.980 0.060 -0.115
C 3.362654 4.678446 6.031903 0.472 0.363 -0.171 -0.084
H 0.925908 5.525301 1.973416 0.497 1.833 0.727 0.116
H 1.418323 7.323351 1.873826 -0.033 1.317 -2.089 0.048
H 0.278095 6.840080 3.039394 -0.632 0.005 0.442 0.064
H 3.456595 7.127298 4.906647 0.050 0.024 0.654 0.045
H 1.984013 8.089895 4.495978 0.615 0.181 0.027 0.085
H 3.556845 8.154781 3.485910 -1.092 -0.340 0.637 0.099
H 3.875931 5.738738 0.027189 -0.227 -0.635 0.467 0.043
H 3.824564 6.945690 1.355403 -0.209 -0.212 -0.375 0.071
H 5.364305 6.320086 0.829090 -0.852 -0.151 -0.205 0.097
H 5.659639 3.417865 2.736746 -0.713 0.336 -0.442 0.074
H 5.153096 3.648195 1.033473 -0.102 -1.641 -1.802 0.042
H 6.372876 4.671631 1.745581 -0.212 -0.117 -0.061 0.090
H 5.809393 5.680511 5.786143 -0.863 0.415 0.551 0.076
H 6.161064 4.451897 4.726313 -0.752 0.099 -0.333 0.080
H 5.770932 6.044860 4.108102 -0.224 0.228 -0.421 0.070
H 4.015710 4.037578 6.626487 0.038 0.043 0.097 0.084
H 2.444351 4.139918 5.879547 -0.486 -0.068 -0.163 0.059
H 3.165585 5.611854 6.596959 0.041 -0.392 -0.238 0.092
O -4.951945 2.236561 0.649846 0.324 -0.050 0.253 -0.285
P -5.250765 3.489521 -0.068233 -0.192 1.715 0.314 0.540
N -6.710153 4.108618 0.560790 1.052 -0.699 -0.927 -0.283
C -7.279913 5.390872 0.157974 0.712 0.594 -1.579 -0.121
C -7.633702 3.142228 1.112079 -2.369 0.338 -0.585 -0.126
N -5.206048 3.378470 -1.716710 -0.244 0.216 -0.693 -0.292
C -6.412735 3.401297 -2.528583 0.294 -1.530 -0.275 -0.093
C -3.941793 2.940194 -2.361043 -0.746 -0.768 1.769 -0.058
N -4.214266 4.772142 0.198722 1.462 -0.127 0.726 -0.296
C -3.353526 4.760041 1.382837 -2.371 -0.818 0.211 -0.097
C -3.755444 5.851638 -0.625423 -0.064 0.334 -0.552 -0.129
H -8.305502 5.257860 -0.120169 -0.891 -0.153 0.173 0.067
H -6.874397 5.821181 -0.809625 0.168 -0.762 1.020 0.090
H -7.208396 6.225002 0.860250 0.116 -0.409 0.442 0.080
H -7.232614 2.370470 1.732730 0.860 -0.185 0.215 0.042
H -8.284867 2.617903 0.350464 0.658 0.477 0.349 0.089
H -8.353277 3.692654 1.737487 0.195 -0.101 -0.037 0.089
H -7.168955 3.833258 -1.920087 -0.924 0.329 0.324 0.038
H -6.299257 4.032156 -3.420059 0.127 -0.274 0.071 0.089
H -6.758398 2.350099 -2.802209 0.429 1.220 0.032 0.099
H -3.144101 3.188908 -1.651126 0.017 -0.253 -0.212 0.069
H -3.942607 1.827717 -2.540012 0.110 1.218 -0.130 0.090
H -3.774178 3.528904 -3.231766 -0.021 0.255 -0.881 0.066
H -3.523881 5.685168 1.900713 0.461 0.520 0.447 0.081
H -3.765838 3.968936 1.975851 0.192 -0.469 0.894 0.059
H -2.333800 4.534371 1.192724 1.091 0.088 -0.402 0.070
H -3.732489 6.822941 -0.067242 -0.111 -0.766 -0.213 0.098
H -4.421502 5.978928 -1.461858 -0.057 0.112 -0.574 0.068
H -2.724013 5.654835 -0.974095 -0.321 0.161 -0.087 0.065
O -7.628741 -1.664945 -2.572026 0.231 -0.497 -0.061 -0.296
P -7.151255 -2.048108 -1.220829 -1.328 -0.900 -0.169 0.498
N -8.303306 -1.751998 -0.036539 1.679 0.433 -0.335 -0.296
C -8.461229 -0.417633 0.490122 -1.020 0.434 0.293 -0.108
C -9.421514 -2.624859 -0.018115 0.413 -1.058 0.130 -0.135
N -5.807168 -1.217752 -0.871703 0.509 -0.162 0.855 -0.274
C -5.430430 -0.141006 -1.752605 -0.778 1.446 -0.184 -0.135
C -5.097168 -1.354512 0.427974 -0.729 -0.676 -1.199 -0.055
N -6.852008 -3.701204 -1.052079 -1.000 -0.140 0.490 -0.296
C -6.130288 -4.286765 -2.153253 1.748 -0.130 1.073 -0.129
C -6.819461 -4.557324 0.180782 -0.997 2.759 -0.806 -0.069
H -7.521638 0.058663 0.706873 0.580 -0.007 0.098 0.051
H -9.050624 -0.445519 1.415653 0.266 -0.210 0.085 0.090
H -9.023147 0.308945 -0.128617 0.142 -0.503 -0.367 0.084
H -10.345611 -2.158226 -0.177757 -1.398 0.984 -0.035 0.073
H -9.409493 -3.186153 0.889351 -0.546 -0.307 1.100 0.067
H -9.355446 -3.388331 -0.767474 0.243 -0.244 -0.719 0.078
H -5.559761 0.786184 -1.168197 0.141 0.014 -0.476 0.054
H -4.385514 -0.203723 -2.024920 0.376 -0.140 -0.164 0.050
H -6.083617 -0.096326 -2.688156 0.953 -0.304 1.410 0.101
H -5.075277 -0.424490 0.959677 0.424 0.849 -0.057 0.043
H -5.671349 -2.003430 1.087861 -0.018 -0.366 -0.175 0.074
H -4.113518 -1.801639 0.251889 -0.001 0.228 0.255 0.078
H -5.044312 -4.419901 -1.823819 -1.056 -0.091 -0.625 0.097
H -6.537554 -5.240576 -2.447178 -0.194 -0.489 -0.024 0.080
H -6.151899 -3.636935 -2.998817 -0.042 0.431 -0.598 0.049
H -7.401166 -3.985979 0.956253 0.961 -0.805 -0.395 0.081
H -5.773536 -4.678576 0.380868 0.572 -0.278 0.833 0.046
H -7.290336 -5.511414 0.010434 -0.224 -0.365 -0.225 0.076
O 0.428861 0.905172 -2.175262 -0.035 1.025 -1.502 -0.265
P 0.567341 0.309831 -0.856883 1.205 -1.726 2.037 0.519
N 1.131782 -1.254373 -0.746131 0.127 -0.667 -0.150 -0.265
C 2.552272 -1.523677 -1.093642 -1.398 0.537 0.686 -0.073
C 0.285951 -2.422040 -1.155805 -0.383 -0.623 0.908 -0.091
N -0.857701 0.139138 -0.058596 -0.348 0.500 -0.434 -0.285
C -1.192850 -0.704656 1.066541 -0.049 0.489 0.283 -0.109
C -1.695582 1.312557 -0.233198 -1.660 -1.472 -0.265 -0.102
N 1.606137 1.279457 0.102293 -1.795 -1.092 -1.731 -0.292
C 2.544172 2.172853 -0.433779 1.204 0.979 -0.950 -0.149
C 1.914303 0.951265 1.412471 1.788 0.687 3.904 -0.153
H 2.696387 -1.335358 -2.139747 0.368 -0.349 -0.743 0.073
H 2.797333 -2.521183 -0.750099 0.048 -0.329 -0.301 0.068
H 3.171982 -0.843237 -0.551098 0.487 0.618 0.403 0.037
H -0.807758 -2.316142 -0.912448 1.140 0.251 -0.135 0.072
H 0.656362 -3.317750 -0.554889 -0.390 1.071 -0.889 0.076
H 0.334567 -2.650395 -2.233169 0.210 0.146 0.323 0.056
H -2.198032 -1.188106 0.984031 0.863 0.268 -0.197 0.081
H -0.397815 -1.418553 1.210291 -0.033 -0.512 -0.053 0.049
H -1.199715 -0.077028 1.962851 -0.189 -0.006 0.330 0.074
H -1.580665 1.652521 -1.264361 -0.054 0.313 0.313 0.061
H -2.745181 0.970553 -0.075235 0.422 0.431 -0.285 0.080
H -1.521902 2.058526 0.514253 0.359 0.853 0.423 0.071
H 2.385971 2.407705 -1.500183 -0.282 -0.082 0.512 0.080
H 2.562053 3.084511 0.183707 -0.053 0.120 -0.261 0.087
H 3.565378 1.754264 -0.359760 0.067 -0.052 -0.026 0.079
H 2.953508 0.480990 1.563385 -1.204 0.044 -0.504 0.080
H 1.179933 0.354498 1.938692 -0.184 -0.486 -0.289 0.064
H 2.019981 1.876777 2.106998 -0.319 -0.955 -1.309 0.086
C 3.090743 1.534131 -5.438494 0.685 -1.234 1.431 -0.056
C 2.472676 0.778263 -6.577871 0.957 1.038 0.128 -0.194
O 3.343970 1.023107 -7.706299 -0.567 -0.440 -1.626 -0.009
C 2.874205 0.554976 -8.892589 1.436 0.142 -0.234 -0.550
O 1.843329 -0.036993 -9.059463 0.386 0.348 0.022 0.127
O 3.768893 0.751402 -9.934485 -1.890 -0.280 1.182 -0.027
C 4.985516 1.462930 -9.770120 1.322 -2.522 -1.534 -0.049
H 4.163316 1.259170 -5.229912 -1.080 0.130 -0.419 0.106
H 2.509814 1.214797 -4.583838 -0.013 -0.356 0.661 0.070
H 2.975944 2.586987 -5.361543 -0.019 1.116 -0.831 0.055
H 1.481378 1.159480 -6.794974 -0.232 -0.231 -0.136 0.128
H 2.483170 -0.276330 -6.335490 -0.141 -0.217 -0.181 0.096
H 5.169459 1.722202 -8.768337 0.282 0.459 1.105 0.070
H 5.008081 2.272323 -10.458753 -0.229 0.974 -0.283 0.076
H 5.785144 0.735158 -10.166816 -0.903 1.074 0.888 0.122
C 3.301650 -3.130437 -9.410679 -0.231 -0.638 -0.785 -0.065
C 4.086749 -2.752677 -8.220782 -0.115 1.607 1.124 -0.214
O 3.688937 -3.618750 -7.144969 -0.223 -0.568 0.457 0.024
C 3.888846 -3.252701 -5.876445 1.770 0.518 0.524 -0.602
O 4.349922 -2.184807 -5.502309 -0.980 -0.614 -0.601 0.096
O 3.683439 -4.298610 -5.056593 -0.862 1.210 0.579 -0.013
C 3.421610 -3.889145 -3.643120 0.609 -2.065 0.064 -0.005
H 3.701569 -4.080766 -9.759018 -0.152 -0.008 -0.540 0.083
H 3.313017 -2.348327 -10.179100 0.254 -0.294 0.104 0.089
H 2.267406 -3.298187 -9.146665 -0.310 0.074 0.121 0.067
H 3.829678 -1.707807 -7.942705 0.517 -0.571 0.078 0.112
H 5.161137 -2.862925 -8.392999 -0.073 0.173 0.214 0.136
H 3.118650 -4.861940 -3.182320 0.237 0.851 -0.304 0.102
H 2.570269 -3.222007 -3.556839 0.200 0.286 -0.278 0.067
H 4.348231 -3.555320 -3.116383 -0.796 0.079 -0.769 0.104
C -1.095086 7.398081 7.482930 -1.417 -1.429 -0.751 -0.056
C -0.863399 6.916881 6.059093 0.377 -0.065 0.803 -0.203
O -0.086697 5.677715 6.049182 -1.494 -0.641 -0.959 0.015
C -0.627520 4.802507 5.120070 3.078 -0.402 3.403 -0.632
O -1.539569 5.048875 4.450230 -3.328 0.920 -2.898 0.136
O -0.012661 3.643470 5.208989 0.297 -0.313 -0.086 0.006
C -0.536916 2.599773 4.353366 0.018 0.167 0.730 0.002
H -0.167884 7.449807 7.972417 1.012 0.263 1.039 0.059
H -1.849018 6.817086 8.044987 0.749 -0.479 -0.246 0.091
H -1.618743 8.316561 7.444126 0.041 1.511 -0.187 0.061
H -0.186782 7.580949 5.562470 0.064 0.895 -0.416 0.096
H -1.803933 6.851490 5.509823 0.367 -0.284 0.024 0.120
H 0.321190 2.098345 3.918281 -0.112 0.118 -0.251 0.077
H -1.272534 2.988313 3.666535 0.312 0.283 -0.599 0.082
H -1.100974 1.942276 4.995020 0.042 -0.500 0.338 0.086
C -3.216480 -7.067026 3.118524 -0.418 -1.054 -0.515 -0.064
C -3.260285 -6.025633 2.046985 -1.662 1.208 0.061 -0.252
O -2.499683 -6.469279 0.967078 0.212 -0.915 -0.751 0.017
C -2.194376 -5.649519 -0.043237 2.004 -3.006 0.039 -0.641
O -2.353518 -4.499185 -0.117872 -1.300 3.732 0.081 0.161
O -1.490779 -6.381318 -0.901103 -0.763 -1.596 0.968 0.001
C -0.679357 -5.781540 -1.871164 -0.963 0.805 -0.218 -0.037
H -2.216791 -7.274345 3.517353 -0.331 0.405 0.184 0.073
H -3.596412 -8.006683 2.723310 0.260 -0.281 -0.379 0.080
H -3.998718 -6.849448 3.823120 0.199 0.479 0.967 0.073
H -2.854847 -5.080325 2.433180 -0.336 0.009 -0.257 0.104
H -4.346425 -5.876847 1.692018 1.504 -0.003 0.625 0.141
H -0.718644 -6.438096 -2.707333 0.459 -0.539 -0.583 0.083
H 0.284787 -5.599869 -1.469047 1.116 0.013 0.208 0.070
H -1.115699 -4.855572 -2.171367 -0.128 0.775 -0.324 0.059
C 0.148033 6.265852 -1.628224 -1.055 -0.595 0.274 -0.059
C 0.802096 6.851495 -2.853287 2.499 -0.174 0.839 -0.161
O 1.671379 5.849890 -3.493284 0.593 -0.856 0.552 0.013
C 2.756267 5.560970 -2.732160 -1.438 -0.017 -0.889 -0.613
O 3.070846 6.208238 -1.785037 0.624 0.940 1.115 0.094
O 3.384780 4.478950 -3.143915 0.010 0.055 -0.084 0.006
C 4.587020 4.151766 -2.400504 -0.244 -0.166 0.057 -0.007
H -0.740780 6.817744 -1.265670 0.440 -0.042 -0.506 0.083
H 0.730130 6.043946 -0.742526 0.695 0.441 -0.100 0.064
H -0.188663 5.278876 -1.955747 -0.355 0.028 0.141 0.059
H 1.518075 7.682536 -2.683126 -1.110 -0.025 0.080 0.134
H 0.096935 7.016254 -3.611263 -0.969 0.655 -0.926 0.107
H 4.335628 3.527924 -1.499700 0.324 0.558 -1.079 0.077
H 5.164423 5.035478 -2.098691 -0.466 -0.108 -0.088 0.099
H 5.127410 3.643234 -3.184793 0.473 -0.620 0.392 0.093
C -4.190085 1.205026 -7.612366 -1.656 -0.632 -0.244 -0.064
C -4.391741 2.320268 -6.606737 0.534 -0.361 1.318 -0.161
O -3.466180 2.100554 -5.470040 -0.473 -0.535 -0.108 -0.009
C -2.532401 3.012144 -5.292979 1.461 0.853 -1.400 -0.644
O -2.482504 4.084942 -5.868679 -0.236 -0.203 0.738 0.097
O -1.544304 2.538854 -4.528750 -0.828 -0.185 0.411 -0.016
C -0.552380 3.479439 -4.076118 -1.402 1.048 -0.485 -0.019
H -4.536719 0.193480 -7.204575 0.678 1.416 -0.444 0.102
H -3.191110 1.143236 -8.023455 0.301 -0.002 0.211 0.070
H -4.861816 1.439913 -8.471334 0.364 -0.250 0.473 0.087
H -5.379470 2.279794 -6.131374 0.137 0.009 -0.347 0.125
H -4.171837 3.331888 -6.930437 -0.178 -0.090 -0.507 0.110
H 0.048896 2.915757 -3.421469 0.820 -0.599 0.804 0.054
H -1.041669 4.335474 -3.554398 0.246 -0.679 -0.358 0.091
H -0.006560 3.879277 -4.917048 0.234 0.050 -0.224 0.095
C -0.936069 -0.235172 7.971725 1.479 2.780 -0.497 -0.046
C -0.113321 -0.659010 6.739962 -0.544 0.782 1.987 -0.179
O 0.676310 0.491263 6.399691 -0.845 -0.781 0.273 0.042
C 1.793777 0.262029 5.751957 -0.082 -3.873 -1.199 -0.590
O 2.158120 -0.827054 5.229589 -1.012 2.878 1.506 0.068
O 2.436021 1.370856 5.759901 0.167 1.542 0.735 0.049
C 3.668242 1.333873 5.148058 0.816 -1.427 -1.188 -0.054
H -1.378074 -1.005713 8.500477 -1.117 -1.832 0.599 0.035
H -1.685080 0.569820 7.764299 0.547 -0.807 -0.077 0.100
H -0.220179 0.206325 8.701942 -0.342 -0.123 -0.459 0.092
H -0.778610 -0.926119 5.963495 -0.206 -0.227 -1.100 0.092
H 0.526002 -1.476810 7.033635 0.314 -0.304 -0.278 0.126
H 4.426539 0.859032 5.748845 0.281 -0.030 0.573 0.097
H 3.918265 2.308873 4.878262 0.503 1.597 -0.387 0.057
H 3.567518 0.713469 4.269644 0.218 0.015 -0.445 0.076
C -5.128570 0.950703 3.631438 -1.044 -1.728 -0.557 -0.040
C -4.216271 -0.293820 3.509892 -1.816 -0.131 0.716 -0.187
O -3.714809 -0.651037 4.820878 1.471 -1.131 0.343 0.010
C -3.040406 -1.853564 4.893232 -0.534 1.415 -0.341 -0.527
O -2.767677 -2.583726 3.960751 -0.424 0.802 1.285 0.113
O -2.717176 -2.021782 6.206795 -0.295 -0.106 -0.803 -0.047
C -2.147874 -3.298322 6.458144 0.672 -1.474 -0.194 -0.058
H -5.936692 0.808907 4.360658 0.500 -0.108 0.236 0.086
H -5.686258 1.119659 2.696337 0.605 -0.255 0.002 0.039
H -4.613555 1.844506 3.815979 0.902 1.196 0.457 0.052
H -3.430317 -0.149556 2.785004 0.323 -0.106 -0.084 0.097
H -4.840784 -1.169156 3.293092 0.170 0.327 -0.810 0.117
H -1.378440 -3.527810 5.677884 -0.745 -0.001 0.662 0.099
H -2.950505 -4.047320 6.475043 0.206 0.045 -0.492 0.101
H -1.686952 -3.430569 7.455075 -0.186 1.080 -0.405 0.100